Record 1
{
  "formula": "S3",
  "method": "ωB97M-V with the def2-TZVPD basis set",
  "multiplicity": 1,
  "de_lowest_kj_mol": 53.4,
  "smiles": "s1ss1",
  "total_charge": 0,
  "homo_lumo_gap_ev": 6.27,
  "e_tot_ev": -32504.1212,
  "elements": ["S", "S", "S"],
  "positions_angstrom": [[-0.75231, 0.18180, -0.76485], [0.15895, -1.30698, 0.30839], [0.59336, 1.12518, 0.45647]],
  "mulliken_charge": [0.04, -0.02, -0.02]
}

***

Record 2
{
  "formula": "C3H8N2O3S",
  "method": "ωB97M-V with the def2-TZVPD basis set",
  "multiplicity": 1,
  "de_lowest_kj_mol": 460.7,
  "total_charge": 0,
  "homo_lumo_gap_ev": [7.08, 7.10],
  "e_tot_ev": -23194.3265,
  "elements": ["C", "O", "H", "C", "H", "H", "O", "H", "C", "H", "H", "N", "H", "H", "S", "N", "O"],
  "positions_angstrom": [[0.89711, 0.84684, 0.25260], [0.67174, -1.09839, -1.92202], [-2.06388, 2.25342, -0.77699], [-0.46194, 1.03627, -0.39841], [1.15387, 1.73560, 0.93450], [-1.55962, 2.61986, 0.62076], [-1.30051, -2.51625, -1.46788], [1.82818, -0.78104, 1.18763], [-0.10095, -1.29509, 0.58081], [-0.19276, -2.15502, 1.22051], [-0.70829, 0.52133, -1.31174], [-1.40442, 1.98014, -0.09090], [1.41818, 1.02344, -0.61497], [0.72162, -4.17496, -1.15125], [-0.01213, -1.98959, -1.03814], [0.89412, -0.38797, 0.87589], [1.04010, -3.23295, -0.81646]],
  "mulliken_charge": [-0.37, -0.63, 0.24, -0.09, 0.38, 0.19, -0.67, 0.27, -0.77, 0.35, 0.39, -0.32, 0.22, 0.35, 1.13, -0.12, -0.53]
}

***

Record 3
{
  "formula": "C4H4N2O2",
  "method": "ωB97M-V with the def2-TZVPD basis set",
  "multiplicity": 1,
  "de_lowest_kj_mol": 288.1,
  "total_charge": 0,
  "homo_lumo_gap_ev": 9.05,
  "e_tot_ev": -11285.5535,
  "elements": ["N", "O", "O", "C", "C", "N", "H", "C", "H", "H", "H", "C"],
  "positions_angstrom": [[1.35308, 1.12843, -0.20085], [2.38630, -1.05310, 0.11831], [-2.39033, -0.85302, -0.13404], [1.36207, -0.38143, 0.05452], [-1.18220, -0.38803, -0.01869], [-1.10911, 1.07986, 0.12288], [-2.29904, -1.75607, 0.32123], [0.17598, 1.66215, -0.05156], [-1.91734, 1.75460, 0.90315], [0.21074, -2.07019, -0.03319], [0.01667, 2.72405, -0.05180], [0.02973, -1.03626, -0.06223]],
  "mulliken_charge": [-0.49, -0.55, -0.47, 0.35, 0.35, -0.30, 0.39, 0.04, 0.37, 0.37, 0.37, -0.42]
}

***

Record 4
{
  "formula": "C3H5O4Pt",
  "method": "ωB97M-V with the def2-TZVPD basis set",
  "multiplicity": 3,
  "total_charge": -1,
  "homo_lumo_gap_ev": [4.89, 6.84],
  "e_tot_ev": -14623.0834,
  "elements": ["C", "H", "Pt", "O", "C", "H", "C", "H", "H", "O", "H", "O", "O"],
  "positions_angstrom": [[0.91533, -0.66681, 0.24191], [0.43721, -1.08564, -1.51109], [3.48231, 0.28365, 0.27214], [2.01595, -0.28053, 0.77598], [-1.31958, -0.03825, 0.59591], [-1.87117, 0.41435, 1.42856], [-0.79853, 1.00151, -0.38370], [-1.55867, 1.28402, -1.12301], [-0.42819, 1.88335, 0.16857], [-0.16923, -0.67279, 1.13232], [-1.94039, -0.78338, 0.07076], [0.95968, -1.70618, -0.62480], [0.27527, 0.36669, -1.04356]],
  "mulliken_charge": [0.31, 0.48, -0.34, -0.25, -0.45, 0.29, -0.36, 0.30, 0.27, -0.32, 0.26, -0.60, -0.60]
}

***

Record 5
{
  "formula": "C5H7Cl2FO",
  "method": "ωB97M-V with the def2-TZVPD basis set",
  "multiplicity": 1,
  "de_lowest_kj_mol": 35.4,
  "smiles": "O=C(Cl)Cl.CC(C)=CF",
  "total_charge": 0,
  "homo_lumo_gap_ev": 9.38,
  "e_tot_ev": -35106.8067,
  "elements": ["C", "C", "O", "H", "C", "Cl", "C", "H", "H", "H", "C", "H", "H", "F", "Cl", "H"],
  "positions_angstrom": [[3.43279, -0.22603, -0.77419], [0.14075, 0.02685, 0.44809], [2.68276, -0.72058, -1.55092], [-0.23678, -0.93687, -1.39747], [-0.12892, 1.53065, 0.62831], [4.43492, -1.18629, 0.31435], [-0.76366, -0.67632, -0.55848], [0.50362, 2.21214, -0.03607], [0.17102, 1.95070, 1.62149], [-1.34394, -1.50122, -0.22607], [1.14241, -0.65620, 1.01564], [1.27979, -1.69119, 1.24826], [-1.47114, 0.08486, -0.83161], [1.87335, -0.00036, 1.90902], [3.72925, 1.53506, -0.43664], [-1.15294, 1.96795, 0.45322]],
  "mulliken_charge": [0.56, 1.04, -0.34, 0.31, -1.21, -0.11, -1.36, 0.23, 0.31, 0.34, -0.61, 0.47, 0.38, -0.25, -0.12, 0.37]
}

***

Record 6
{
  "formula": "C21H26N8O6Pt",
  "method": "ωB97M-V with the def2-TZVPD basis set",
  "multiplicity": 5,
  "de_lowest_kj_mol": 81.9,
  "total_charge": 2,
  "homo_lumo_gap_ev": [7.55, 3.54],
  "e_tot_ev": -49633.1898,
  "elements": ["C", "H", "C", "C", "H", "N", "H", "H", "H", "H", "C", "H", "N", "H", "C", "C", "C", "H", "C", "N", "O", "H", "O", "H", "H", "H", "H", "H", "C", "N", "C", "H", "C", "H", "O", "C", "H", "C", "H", "H", "Pt", "H", "N", "N", "C", "C", "N", "C", "H", "H", "O", "H", "O", "H", "C", "C", "C", "H", "O", "C", "C", "N"],
  "positions_angstrom": [[1.90540, 2.20497, -1.86181], [2.18450, 3.22167, -1.53929], [3.27434, -0.46327, 3.35411], [2.06124, 1.55428, 3.72654], [0.52782, 1.92484, 2.26589], [1.85640, -1.64692, -0.75466], [-3.18421, 1.38689, -5.51646], [2.58647, -1.59597, 1.66768], [-1.28287, -0.87700, 2.33754], [-3.94059, -0.92665, -4.72082], [-3.17302, 2.26449, 1.43460], [0.95871, 2.20869, -2.39779], [1.50889, 0.15397, 1.87729], [3.76527, -1.00942, -1.11109], [-2.35136, 1.33597, -4.81527], [-1.67915, 0.45149, -2.64546], [4.02843, 0.91787, 5.26460], [4.43059, -3.38801, -1.66551], [-0.16036, -2.99125, -0.49300], [3.59346, 1.71345, 6.26272], [-0.66722, -4.11853, -0.58542], [-4.66128, 3.62265, 1.66967], [3.10147, -5.91300, -1.68794], [2.63407, 1.99383, 6.35347], [1.86792, 2.47686, 4.25690], [-4.27846, 0.58050, -2.00574], [-3.39616, -1.55356, -3.16048], [2.74136, 1.87999, -2.49486], [-2.79112, 0.49882, -3.60595], [-3.85454, 3.38250, 1.11814], [2.08023, -5.25430, -1.38466], [4.06307, -1.14916, 3.63107], [-2.94954, 0.43824, 2.77372], [0.16794, -5.12497, -0.92655], [5.12188, 0.40179, 5.21836], [-2.02664, 1.86097, 0.71723], [4.20971, 1.85956, 7.04696], [3.43830, -3.07777, -1.37581], [-3.78628, 2.17510, -2.62172], [-3.56268, 4.00379, 0.38725], [0.38956, -0.06329, -0.06699], [-4.83784, 1.13833, -3.58488], [-3.61853, 1.53490, 2.46030], [-0.81039, 0.40908, -1.89705], [-1.81576, 0.02853, 2.08930], [-3.10688, -0.94802, -4.01899], [3.14647, -1.80711, -1.09145], [2.26666, -3.79847, -1.20420], [-2.09029, 2.35389, -4.52567], [-3.32557, -0.14820, 3.60331], [-0.77851, -1.94055, -0.16377], [-1.64728, 2.43205, -0.12105], [0.95631, -5.81786, -1.23851], [-1.50429, 0.88115, -5.32816], [2.47423, -0.69516, 2.25767], [1.30204, -2.84608, -0.81542], [3.07062, 0.68406, 4.11103], [-2.25618, -1.41436, -4.51517], [1.88355, 1.43720, -0.71166], [-3.99282, 1.14021, -2.89642], [1.30907, 1.25758, 2.60411], [-1.37620, 0.75871, 1.06022]],
  "mulliken_charge": [-0.55, 0.31, -0.69, -0.81, 0.54, -0.59, 0.41, 0.42, 0.45, 0.42, 0.34, 0.17, -0.01, 0.22, -1.63, -0.36, 0.28, 0.51, 0.87, -0.35, -0.78, 0.25, -0.15, 0.18, 0.39, 0.39, 0.39, 0.30, 2.09, -0.41, 0.78, 0.52, -0.47, 0.36, -0.57, -0.40, 0.25, -0.45, 0.37, 0.20, 2.51, 0.45, -0.56, -0.61, -0.36, -1.62, -0.20, 0.22, 0.39, 0.39, -0.70, 0.47, -0.45, 0.40, -0.36, 0.01, 0.75, 0.40, -0.43, -1.61, -0.35, 0.12]
}

***

Record 7
{
  "formula": "C20H55F2N6O9PbS2",
  "method": "ωB97M-V with the def2-TZVPD basis set",
  "multiplicity": 1,
  "de_lowest_kj_mol": 0.0,
  "total_charge": 1,
  "homo_lumo_gap_ev": 5.24,
  "e_tot_ev": -81340.3460,
  "elements": ["S", "H", "H", "H", "H", "H", "O", "N", "C", "C", "H", "O", "C", "C", "H", "C", "N", "C", "H", "C", "H", "H", "C", "H", "H", "S", "H", "H", "C", "H", "H", "N", "H", "H", "H", "C", "F", "H", "N", "N", "N", "C", "O", "H", "H", "Pb", "H", "H", "H", "C", "H", "F", "H", "O", "H", "C", "H", "C", "O", "H", "H", "H", "O", "H", "H", "H", "H", "H", "H", "H", "H", "H", "H", "C", "H", "H", "O", "H", "H", "C", "C", "H", "H", "C", "H", "H", "C", "H", "H", "O", "O", "C", "H", "H", "H"],
  "positions_angstrom": [[-0.59771, 0.06832, 0.02462], [4.58770, -1.35715, 2.46425], [2.57545, 3.30227, 3.31466], [-2.48435, 7.14488, -1.05266], [3.97797, -0.99699, 0.39117], [-3.95732, 7.37696, -0.31298], [0.93535, 2.71903, -0.40327], [1.11425, -0.36458, -4.45024], [6.25709, -1.71912, 1.10164], [-5.29777, -1.56966, 1.20522], [0.97967, -0.59608, 4.23208], [-1.41006, 1.05193, 0.69698], [-6.65878, -2.24498, 1.05998], [6.05121, -3.08213, -1.07739], [1.70884, 0.39482, -4.10162], [5.99293, -4.05620, -3.16723], [4.15369, -1.88900, -0.06985], [-3.92127, 5.62845, -1.65022], [-5.08585, 1.85548, 3.62458], [1.74314, 2.67446, 3.62365], [-0.12468, -3.92171, -1.79656], [-3.77706, 7.82985, -2.03275], [-4.42822, 2.61410, 0.34838], [2.37102, 0.52576, 2.15270], [5.69188, -3.99025, -0.58333], [1.14768, 1.38297, -0.87693], [-4.69392, 5.14764, 0.36604], [-6.84280, -3.16476, 1.61959], [-5.93085, 1.15852, 3.69108], [1.20473, -0.23833, -5.45915], [3.13017, -2.11531, 2.08462], [1.59135, -1.38573, 4.02251], [-5.93251, 6.13989, -1.76083], [6.02283, -2.59365, 1.71552], [-2.99130, 4.79372, 0.21651], [2.93328, -0.80343, 3.76935], [-1.86161, -0.83474, -0.46796], [1.25384, -2.28936, -4.86611], [-5.21142, 5.70137, -2.33133], [-4.17727, -2.47507, 1.03987], [-0.18530, 0.45725, -1.44892], [-5.10137, -0.78379, 2.53367], [-0.00721, -1.98301, -2.55568], [3.41261, -0.65094, 4.73905], [-5.36035, -1.46662, 3.35543], [-1.18904, -0.28138, -3.46977], [-4.59578, 1.55343, 0.14588], [1.21711, -1.62931, 3.10411], [-7.03022, -2.39470, 0.04576], [5.62377, -1.83248, -0.27202], [-6.84601, 1.73867, 3.56710], [1.80462, 1.57684, -2.33062], [7.14648, -3.05704, -1.03756], [-4.20286, 3.47499, -0.73556], [3.79670, -0.96204, -3.80379], [3.23921, -1.64197, -4.45234], [6.27442, -4.97734, -2.65029], [1.41344, -2.04829, -2.74016], [0.09963, -0.88576, 0.81393], [-0.25329, -2.60972, -0.61249], [-5.31897, 2.86567, 0.93391], [-4.04382, -0.55100, 2.71179], [2.25606, 0.66376, -0.30551], [7.34328, -1.63190, 1.11469], [5.46331, -4.28365, -4.09082], [3.73168, -2.56155, -4.11268], [-3.35416, -1.89689, 0.91688], [-5.91056, 0.76003, 4.71003], [-3.61326, 2.53607, 1.07735], [-1.62189, -2.92853, -1.65275], [1.21241, 3.17585, 4.43455], [-3.18427, 5.12932, -2.27922], [1.96694, -1.44700, -2.01288], [1.76012, -1.64700, -4.13462], [5.91674, -0.92892, -0.82355], [5.78451, -0.88865, 1.62927], [2.05318, 1.35439, 4.07557], [6.98457, -3.74886, -3.52991], [-4.28368, -2.96302, 0.15579], [2.80312, 0.60291, 3.15890], [3.72233, -1.81240, 2.95676], [-7.39885, -1.57873, 1.51676], [3.38985, -1.70427, -5.52826], [-3.92920, 4.82351, -0.35070], [3.82270, -1.78584, -1.02915], [-5.20102, -0.88463, 0.34859], [-0.53526, -2.92810, -1.61879], [-5.57854, 4.74545, -2.30739], [4.04883, -2.73695, 3.42558], [-5.97899, 0.30195, 2.58711], [5.46241, -3.02491, -2.35438], [-3.55398, 7.07560, -1.28345], [3.79680, 1.01818, 2.94199], [0.93405, 2.54463, 2.89819], [1.75770, -3.08353, -2.67994]],
  "mulliken_charge": [0.89, -0.36, 0.30, 0.37, 0.01, 0.35, -0.51, -0.43, -1.89, 1.00, 0.38, -0.43, -1.51, -0.99, 0.21, -0.88, -0.33, 0.56, 0.26, -0.63, 0.41, 0.39, -0.64, -0.31, 0.44, 0.75, 0.35, 0.36, -0.79, 0.36, 0.17, -0.77, 0.28, 0.37, 0.41, 0.46, -0.30, 0.29, -0.77, -0.75, 0.02, -0.82, -0.26, 0.34, 0.42, 1.27, 0.06, 0.17, 0.36, 1.06, 0.29, -0.37, 0.43, -0.33, 0.40, -1.28, 0.35, 0.11, -0.57, 0.17, 0.45, 0.36, -0.40, 0.54, 0.28, 0.13, 0.10, 0.32, 0.26, 0.23, 0.29, 0.25, -0.47, 0.23, 0.16, 0.53, -0.41, 0.33, 0.29, 0.05, -0.85, 0.35, 0.47, -0.82, 0.02, 0.02, -0.63, 0.28, 0.34, -0.28, -0.20, -1.46, 0.50, 0.16, 0.65]
}

***

Record 8
{
  "formula": "C19H24O3",
  "method": "ωB97M-V with the def2-TZVPD basis set",
  "multiplicity": 1,
  "de_lowest_kj_mol": 8.2,
  "smiles": "CC(C)COC(=O)OCCc1ccccc1.c1ccccc1",
  "total_charge": 0,
  "homo_lumo_gap_ev": 9.89,
  "e_tot_ev": -26234.3054,
  "elements": ["C", "H", "C", "H", "C", "H", "H", "C", "C", "H", "O", "O", "H", "H", "H", "C", "H", "H", "O", "H", "H", "H", "C", "H", "H", "C", "C", "H", "C", "H", "C", "H", "C", "H", "C", "C", "C", "H", "C", "H", "H", "H", "H", "C", "C", "C"],
  "positions_angstrom": [[-2.63550, 1.50576, -0.03638], [-2.79298, -2.38410, 1.53473], [0.26086, -3.07139, -0.94742], [0.11549, -0.72751, 0.16690], [-3.27622, -2.21917, 0.57689], [0.86032, -3.94460, -0.68444], [-3.80806, -4.28346, 0.41303], [3.53510, 2.24238, 0.85366], [-4.46938, -1.92213, -1.86932], [-0.36654, -2.84810, -0.08384], [-1.91334, 1.40165, -1.25892], [0.07668, 2.12445, -0.49492], [-4.92194, -1.80641, -2.84480], [1.59072, 3.10913, 0.55427], [6.05866, 3.65782, 2.61188], [4.79035, 2.39733, 1.42682], [-0.34541, -3.37807, -1.80027], [3.30909, 1.34902, 0.28591], [-0.04556, 0.19879, -1.69371], [-4.83524, -4.02136, -1.75786], [1.60234, 0.01738, -0.47093], [-4.00943, 0.13085, -1.69180], [0.72131, -0.57122, -0.72664], [1.37288, -1.85752, -2.38339], [2.11843, 5.14727, 1.85435], [1.20525, -1.89061, -1.30824], [-3.93963, -0.83640, -1.21668], [5.54235, 1.62803, 1.30148], [2.86666, 4.37355, 1.73625], [4.34516, 5.41592, 2.89096], [-4.41433, -3.14969, -1.27031], [-1.78330, -0.06585, 1.22866], [-0.56715, 1.28213, -1.09174], [2.47737, -1.79558, 0.41901], [5.08142, 3.53841, 2.16118], [2.57072, -2.17280, -0.60378], [4.11878, 4.52597, 2.31687], [-3.64868, 1.80110, -0.30712], [-2.73061, 0.20531, 0.75762], [2.83933, -3.22268, -0.62594], [-3.43514, 0.41172, 1.57219], [3.31887, -1.53274, -1.07973], [-2.25211, 2.28480, 0.62636], [-3.32969, -0.97274, 0.00105], [-3.82820, -3.30448, -0.04673], [2.57031, 3.22987, 1.00485]],
  "mulliken_charge": [-0.92, 0.37, -1.23, 0.16, -0.37, 0.39, 0.38, -0.31, -0.97, 0.22, -0.33, -0.57, 0.40, 0.64, 0.36, -0.54, 0.31, 0.23, -0.34, 0.38, -0.15, 0.26, -0.04, 0.37, 0.38, 0.55, -0.08, 0.36, -0.52, 0.36, -0.32, 0.24, 0.73, 0.35, -0.39, -1.44, -0.39, 0.49, -0.71, 0.42, 0.50, 0.34, 0.40, 0.85, -0.69, -0.14]
}